Entry one
Below is a structure of composition C3H9NO3, with properties calculated with ωB97M-V/def2-TZVPD.

- orbital gap (alpha / beta) (eV) = 7.615 / 7.616
- lowest unoccupied orbital energy (alpha / beta) (eV) = -1.16 / -1.16

Structure (ORCA input):
```
! wB97M-V def2-TZVPD RIJCOSX def2/J DEFGRID3
* xyz 0 1
C -1.334 -0.694 -1.180
C -0.826 -0.314 0.206
O -1.763 -2.036 -1.218
O -0.230 -1.209 0.883
H -1.231 -2.523 -0.571
H -0.533 -0.519 -1.909
H -2.183 -0.062 -1.458
H -1.579 0.289 0.748
C 0.780 1.494 1.222
N 1.691 -0.097 -0.718
O 0.349 0.933 -0.020
H 1.831 -0.838 -0.028
H 2.369 0.645 -0.548
H 0.975 0.692 1.938
H -0.003 2.157 1.592
H 1.687 2.083 1.060
*
```

Entry two
Below is a cluster of 2 separate species, C3H9NO3 in total, with properties calculated with ωB97M-V/def2-TZVPD.

- SMILES = O=CCNCO.O
- orbital gap (eV) = 9.819
- lowest unoccupied orbital energy (eV) = 0.63

Structure (ORCA input):
```
! wB97M-V def2-TZVPD RIJCOSX def2/J DEFGRID3
* xyz 0 1
O 0.368 3.026 -0.526
C 0.430 1.833 -0.495
C -0.834 0.975 -0.518
N -0.660 -0.217 -1.319
C -0.015 -1.321 -0.701
O -0.756 -2.104 0.257
H 1.307 1.163 -0.467
H -1.637 1.605 -0.912
H -1.195 0.764 0.501
H -1.457 -0.456 -1.883
H 0.293 -2.038 -1.456
H 0.817 -0.945 -0.143
H -1.704 -1.951 0.260
O 1.433 0.110 2.261
H 2.326 -0.152 2.012
H 1.285 -0.290 3.128
*
```

Here are the energies relative to the best structure, in hartree: entry one 0.1392; entry two 0.0000.

Entry one
Below is a cluster of 3 separate species, C3H9NO3 in total, with properties calculated with ωB97M-V/def2-TZVPD.

- orbital gap (eV) = 3.998
- lowest unoccupied orbital energy (eV) = -3.98

Structure (ORCA input):
```
! wB97M-V def2-TZVPD RIJCOSX def2/J DEFGRID3
* xyz 0 1
C -0.032 -1.323 0.137
N -0.370 -0.561 -1.071
C -1.451 0.251 -0.991
C -1.999 0.957 0.115
O 1.371 1.682 0.350
O -1.550 1.060 1.246
H -0.939 -1.884 0.366
H 0.152 -0.590 0.944
H 0.855 -1.942 0.024
H 0.479 -0.294 -1.596
H -2.017 0.187 -1.910
H -2.967 1.450 -0.051
H 3.490 -0.735 0.673
H 0.563 1.618 0.862
H 1.857 0.807 0.462
O 2.556 -0.683 0.439
*
```

Entry two
Below is a cluster of 2 separate species, C3H9NO3 in total, with properties calculated with ωB97M-V/def2-TZVPD.

- SMILES = NCCC(=O)O.O
- orbital gap (eV) = 10.444
- lowest unoccupied orbital energy (eV) = 0.42

Structure (ORCA input):
```
! wB97M-V def2-TZVPD RIJCOSX def2/J DEFGRID3
* xyz 0 1
N -0.670 0.551 1.486
C 0.649 0.273 0.956
C 0.592 0.580 -0.573
C 1.896 1.211 -1.070
O 2.710 1.716 -0.344
O 1.782 1.476 -2.404
H -1.223 -0.403 1.461
H -0.624 0.639 2.487
H 1.314 -0.593 1.249
H 1.078 1.271 1.400
H 0.324 -0.277 -1.139
H -0.047 1.422 -0.580
H 0.876 1.556 -2.844
O -3.136 -2.843 -0.071
H -3.117 -3.504 0.667
H -2.405 -3.075 -0.682
*
```

Entry three
Below is the molecule C3H9NO3, with properties calculated with ωB97M-V/def2-TZVPD.

- SMILES = CC[C@@H](N)OOO
- orbital gap (eV) = 10.710
- lowest unoccupied orbital energy (eV) = 0.88

Structure (ORCA input):
```
! wB97M-V def2-TZVPD RIJCOSX def2/J DEFGRID3
* xyz 0 1
C -0.973 0.568 -1.696
C -0.871 0.992 -0.241
C 0.315 0.263 0.509
N 0.565 0.817 1.791
O -0.142 -1.089 0.521
O 0.870 -1.987 1.036
O 1.827 -2.234 0.044
H -1.696 1.193 -2.230
H -1.293 -0.475 -1.761
H -0.004 0.663 -2.194
H -1.796 0.778 0.296
H -0.648 2.054 -0.154
H 1.231 0.342 -0.094
H -0.244 0.716 2.397
H 1.366 0.389 2.235
H 1.494 -2.989 -0.458
*
```

Here are the energies relative to the best structure, in hartree: entry one 0.1661; entry two 0.0000; entry three 0.1339.

Entry one
Below is a cluster of 2 separate species, C3H9NO3 in total, with properties calculated with ωB97M-V/def2-TZVPD.

- SMILES = CNC(=O)CO.O
- orbital gap (eV) = 9.872
- lowest unoccupied orbital energy (eV) = 0.54

Structure (ORCA input):
```
! wB97M-V def2-TZVPD RIJCOSX def2/J DEFGRID3
* xyz 0 1
C 0.292 -0.430 1.231
N -0.516 0.745 0.969
C -1.361 0.937 -0.027
O -1.995 1.966 -0.207
C -1.589 -0.161 -0.953
O -2.077 -1.233 -0.217
H 1.300 -0.406 0.649
H -0.214 -1.328 0.893
H 0.462 -0.530 2.319
H -0.287 1.551 1.531
H -2.356 0.215 -1.601
H -0.625 -0.351 -1.515
H -1.790 -2.029 -0.677
O 3.283 0.398 -0.601
H 4.086 0.064 -0.297
H 3.384 0.593 -1.497
*
```

Entry two
Below is a cluster of 2 separate species, C3H9NO3 in total, with properties calculated with ωB97M-V/def2-TZVPD.

- SMILES = CNCC(=O)O.O
- orbital gap (eV) = 9.361
- lowest unoccupied orbital energy (eV) = 0.74

Structure (ORCA input):
```
! wB97M-V def2-TZVPD RIJCOSX def2/J DEFGRID3
* xyz 0 1
C -1.897 -2.258 -0.054
N -1.744 -0.779 -0.291
C -0.995 -0.166 -1.333
C 0.281 0.592 -0.894
O 0.399 1.520 -0.118
O 1.350 -0.158 -1.624
H -2.985 -2.474 0.120
H -1.111 -2.612 0.605
H -1.737 -2.605 -1.096
H -1.543 -0.219 0.583
H -1.546 0.529 -1.975
H -0.625 -0.802 -2.168
H 1.938 0.598 -1.626
O 2.133 1.230 3.440
H 1.384 1.705 3.968
H 3.044 1.590 3.731
*
```

Here are the energies relative to the best structure, in hartree: entry one 0.0000; entry two 0.0401.

Entry one
Below is the molecule CH5N3, with properties calculated with ωB97M-V/def2-TZVPD.

- SMILES = [H]/N=C\NN
- orbital gap (eV) = 10.346
- lowest unoccupied orbital energy (eV) = 0.73

Structure (ORCA input):
```
! wB97M-V def2-TZVPD RIJCOSX def2/J DEFGRID3
* xyz 0 1
H 0.729 -1.162 -0.235
N 1.667 -0.636 -0.108
C 0.982 0.511 -0.263
N -0.433 0.665 -0.289
N -0.887 -0.611 -0.173
H 1.365 1.439 0.208
H -0.615 1.306 0.563
H -1.750 -0.749 -0.535
H -1.059 -0.762 0.833
*
```

Entry two
Below is the molecule CH5N3, with properties calculated with ωB97M-V/def2-TZVPD.

- SMILES = N=C(N)N
- orbital gap (eV) = 9.340
- lowest unoccupied orbital energy (eV) = 0.91

Structure (ORCA input):
```
! wB97M-V def2-TZVPD RIJCOSX def2/J DEFGRID3
* xyz 0 1
N -1.194 -0.521 0.834
C -0.249 -0.183 0.048
N 0.356 -0.754 -1.089
N 0.473 1.062 0.289
H -1.924 0.233 0.913
H 0.370 -1.752 -0.941
H 0.924 -0.400 -1.798
H -0.128 1.528 0.862
H 1.372 0.789 0.881
*
```

Here are the energies relative to the best structure, in hartree: entry one 0.0437; entry two 0.0000.

Entry one
Below is a cluster of 11 separate species, C11H44N22O11 in total, with properties calculated with ωB97M-V/def2-TZVPD.

- SMILES = NC(N)=O.NC(N)=O.NC(N)=O.NC(N)=O.NC(N)=O.NC(N)=O.NC(N)=O.NC(N)=O.NC(N)=O.NC(N)=O.NC(N)=O
- orbital gap (eV) = 8.831
- lowest unoccupied orbital energy (eV) = -0.14

Structure (ORCA input):
```
! wB97M-V def2-TZVPD RIJCOSX def2/J DEFGRID3
* xyz 0 1
N 0.607 -1.213 -0.697
C 0.597 -0.056 -0.013
N -0.667 0.285 0.384
O 1.601 0.668 0.107
H 1.373 -1.560 -1.245
H -0.295 -1.657 -0.779
H -0.703 1.140 0.912
H -1.391 -0.398 0.503
N 2.856 2.871 -0.899
C 3.101 3.153 -2.195
N 3.942 4.213 -2.407
O 2.579 2.438 -3.056
H 2.184 2.177 -0.580
H 3.386 3.430 -0.251
H 4.189 4.356 -3.372
H 4.554 4.597 -1.714
N -2.029 -2.231 -4.409
C -2.858 -1.378 -5.074
N -3.940 -1.992 -5.655
O -2.655 -0.177 -5.193
H -1.498 -1.703 -3.735
H -2.071 -3.220 -4.537
H -4.365 -1.268 -6.227
H -3.908 -2.884 -6.117
N -3.241 -4.402 0.263
C -3.417 -3.120 -0.158
N -4.617 -2.954 -0.792
O -2.559 -2.252 -0.039
H -2.326 -4.522 0.659
H -3.761 -5.187 -0.075
H -4.716 -2.080 -1.289
H -5.349 -3.624 -0.675
N 1.340 5.046 3.062
C 1.598 3.715 2.958
N 1.443 3.252 1.666
O 1.759 2.935 3.888
H 1.206 5.600 2.243
H 1.436 5.441 3.983
H 1.858 2.358 1.445
H 1.268 3.897 0.918
N 3.143 -0.851 -4.542
C 1.794 -0.735 -4.711
N 1.258 0.190 -3.867
O 1.086 -1.438 -5.419
H 3.660 -0.256 -3.922
H 3.662 -1.505 -5.100
H 0.265 0.269 -4.055
H 1.659 1.006 -3.403
N 4.930 1.889 1.502
C 4.675 1.486 2.763
N 4.181 0.234 2.845
O 5.003 2.137 3.766
H 4.396 1.480 0.754
H 5.334 2.792 1.330
H 3.741 -0.220 2.063
H 3.777 0.091 3.764
N -1.704 2.132 2.396
C -2.604 3.099 2.091
N -2.040 4.179 1.443
O -3.785 2.998 2.379
H -2.052 1.399 2.993
H -0.706 2.099 2.287
H -2.484 5.067 1.331
H -1.063 4.040 1.264
N 2.101 0.443 5.261
C 1.155 -0.290 4.617
N 0.667 0.383 3.558
O 0.848 -1.453 4.900
H 2.638 -0.072 5.936
H 2.274 1.293 4.736
H 0.162 -0.281 2.986
H 1.038 1.282 3.264
N -4.039 -0.141 1.291
C -4.504 0.462 0.165
N -5.649 1.162 0.268
O -3.799 0.558 -0.854
H -3.404 -0.899 1.049
H -4.559 -0.110 2.148
H -5.864 1.791 -0.485
H -5.913 1.419 1.206
N 0.542 -7.484 0.017
C 0.911 -6.339 -0.622
N 0.137 -5.279 -0.293
O 1.620 -6.394 -1.626
H 1.084 -8.326 0.074
H -0.182 -7.438 0.713
H -0.422 -5.174 0.531
H 0.519 -4.394 -0.598
*
```

Entry two
Below is a cluster of 11 separate species, C11H44N22O11 in total, with properties calculated with ωB97M-V/def2-TZVPD.

- SMILES = NC(N)=O.NC(N)=O.NC(N)=O.NC(N)=O.NC(N)=O.NC(N)=O.NC(N)=O.NC(N)=O.NC(N)=O.NC(N)=O.NC(N)=O
- orbital gap (eV) = 7.744
- lowest unoccupied orbital energy (eV) = -0.69

Structure (ORCA input):
```
! wB97M-V def2-TZVPD RIJCOSX def2/J DEFGRID3
* xyz 0 1
N 2.080 -2.106 -4.722
C 1.250 -3.155 -4.706
N 1.318 -3.866 -5.796
O 0.467 -3.418 -3.803
H 2.921 -2.445 -5.167
H 2.156 -1.577 -3.866
H 2.013 -3.604 -6.481
H 0.837 -4.754 -5.795
N -1.705 -3.089 4.201
C -0.717 -3.120 5.083
N 0.125 -2.174 4.976
O -0.550 -4.002 5.904
H -2.193 -3.971 4.135
H -1.828 -2.395 3.478
H -0.190 -1.331 4.517
H 0.912 -2.071 5.602
N 1.737 4.773 0.279
C 1.406 3.520 0.423
N 2.100 2.860 -0.468
O 0.520 3.047 1.118
H 1.665 5.389 1.076
H 2.260 5.015 -0.551
H 2.133 1.852 -0.525
H 2.898 3.345 -0.854
N 2.826 -2.294 -1.615
C 3.501 -1.279 -2.159
N 4.719 -1.539 -1.955
O 3.085 -0.331 -2.703
H 1.840 -2.190 -1.424
H 3.332 -3.083 -1.239
H 5.370 -0.798 -2.168
H 4.855 -2.214 -1.215
N 3.183 -3.888 1.032
C 2.053 -3.295 1.348
N 2.149 -1.945 1.391
O 1.031 -3.838 1.758
H 3.201 -4.896 0.970
H 3.912 -3.265 0.716
H 1.256 -1.541 1.633
H 3.029 -1.484 1.572
N 3.334 4.130 -3.611
C 3.498 2.812 -3.467
N 2.396 2.269 -3.644
O 4.473 2.187 -3.109
H 4.229 4.570 -3.451
H 2.432 4.491 -3.885
H 2.321 1.275 -3.481
H 1.576 2.766 -3.962
N -0.674 0.091 0.994
C -0.239 -0.493 -0.063
N 0.409 0.231 -0.891
O -0.382 -1.750 -0.295
H -0.841 -0.549 1.757
H -0.548 1.088 1.093
H 0.801 -0.218 -1.706
H 0.423 1.238 -0.814
N -2.001 4.494 0.186
C -3.053 3.790 -0.128
N -2.758 2.699 -0.770
O -4.183 4.069 0.246
H -2.162 5.295 0.780
H -1.127 4.060 -0.074
H -3.501 2.194 -1.232
H -1.820 2.460 -1.059
N -2.664 -2.899 0.401
C -3.001 -3.850 -0.366
N -2.415 -3.906 -1.523
O -3.883 -4.608 -0.089
H -3.190 -2.863 1.263
H -1.809 -2.417 0.161
H -2.933 -4.411 -2.228
H -1.664 -3.279 -1.772
N -3.941 -0.199 0.647
C -3.874 0.202 1.887
N -4.511 1.280 2.161
O -3.326 -0.489 2.740
H -4.498 0.373 0.028
H -3.432 -1.042 0.424
H -4.815 1.808 1.355
H -4.763 1.509 3.111
N -1.463 3.084 3.027
C -2.279 3.160 4.070
N -3.387 3.758 3.680
O -2.026 2.588 5.121
H -0.618 2.608 3.310
H -1.631 3.366 2.072
H -4.236 3.837 4.222
H -3.197 4.351 2.885
*
```

Here are the energies relative to the best structure, in hartree: entry one 0.0000; entry two 0.1628.